1.
C8H17ClFGaINO5PS | wB97M-V/def2-TZVPD

Calculated values
Multiplicity ... 1
Net charge ... -1
Frontier orbital gap ... 5.570 eV

Geometry (Å):
N -5.24 1.64 -2.05
P -4.54 0.39 -1.25
Ga -4.55 0.82 1.05
F -4.87 2.73 1.28
I -6.51 -0.65 2.08
C -2.79 0.38 2.04
C -1.76 -0.62 1.24
C -0.33 0.20 1.06
C -0.20 0.71 -0.51
S -0.22 2.62 -0.66
O 0.26 3.33 0.64
O -1.66 3.10 -0.95
Cl 1.00 3.08 -2.32
H -6.09 1.30 -2.56
H -3.22 0.24 -1.82
H -5.27 -0.84 -1.49
H -2.28 1.41 2.32
H -3.07 -0.16 3.06
H -2.18 -1.06 0.24
H -1.52 -1.54 1.95
H 0.57 -0.56 1.25
H -0.18 1.06 1.85
H 0.71 0.24 -1.09
H -1.18 0.36 -1.08
C 4.81 0.14 -0.68
C 4.25 -1.06 0.06
C 4.90 -2.35 -0.33
O 3.88 -3.30 -0.04
C 2.69 -2.63 -0.18
O 1.60 -3.17 -0.20
O 2.90 -1.28 -0.30
H 4.75 0.00 -1.76
H 4.23 1.04 -0.44
H 5.86 0.32 -0.41
H 4.30 -0.89 1.14
H 5.80 -2.56 0.25
H 5.13 -2.42 -1.40


2.
C38H51BrCsN10O2 | wB97M-V/def2-TZVPD

Calculated values
Multiplicity ... 1
Net charge ... -1
Frontier orbital gap ... 3.642 eV
ΔE to the lowest compared entry with this formula, charge and spin ... 44.2 kcal/mol

Geometry (Å):
Cs 0.06 -0.49 -0.26
O 0.94 -4.50 -1.18
C -0.05 -5.41 -0.99
C 0.16 -6.76 -1.28
C -0.84 -7.70 -1.07
C -2.05 -7.30 -0.55
C -2.25 -5.96 -0.25
C -1.28 -4.99 -0.47
C -1.60 -3.52 -0.15
O -0.64 -2.79 0.31
N -2.21 -2.99 -1.47
N -2.41 -1.67 -1.55
C -3.46 -1.21 -2.12
C -3.69 0.21 -2.31
Br -2.17 1.32 -2.12
C -4.92 0.65 -2.64
C -5.50 1.96 -2.89
C -4.87 3.19 -2.66
C -5.53 4.39 -2.92
C -6.83 4.40 -3.40
C -7.47 3.19 -3.63
C -6.82 1.99 -3.38
H 1.57 -4.84 -1.83
H 1.13 -7.06 -1.67
H -0.65 -8.74 -1.31
H -2.84 -8.03 -0.36
H -3.20 -5.64 0.17
H -2.50 -3.56 0.53
H -3.03 -3.54 -1.75
H -4.24 -1.87 -2.50
H -5.65 -0.15 -2.76
H -3.86 3.22 -2.28
H -5.02 5.32 -2.73
H -7.33 5.33 -3.60
H -8.48 3.17 -4.01
H -7.33 1.06 -3.56
C 4.64 2.25 3.25
N 3.62 1.40 3.82
C 4.15 0.37 4.71
C 2.99 -0.60 4.82
N 2.38 -0.47 3.52
C 1.09 -1.09 3.32
C 2.60 0.81 3.03
N 1.92 1.27 2.07
C 2.08 2.59 1.50
C 1.02 2.81 0.42
N -0.32 2.73 0.94
C -1.12 3.71 1.00
N -2.42 3.57 1.48
C -3.01 2.25 1.55
C -3.23 4.64 0.94
C -2.21 5.77 0.88
N -0.97 5.06 0.61
C 0.26 5.78 0.87
H 5.25 2.64 4.07
H 4.20 3.09 2.72
H 5.30 1.71 2.56
H 4.44 0.81 5.67
H 5.02 -0.12 4.27
H 2.29 -0.29 5.62
H 3.30 -1.63 5.02
H 1.17 -2.17 3.38
H 0.73 -0.82 2.33
H 0.36 -0.74 4.06
H 3.05 2.70 1.01
H 1.99 3.36 2.28
H 1.15 2.00 -0.30
H 1.24 3.73 -0.13
H -2.27 1.56 1.96
H -3.32 1.88 0.57
H -3.88 2.29 2.21
H -4.08 4.87 1.58
H -3.60 4.39 -0.07
H -2.16 6.29 1.84
H -2.42 6.50 0.09
H 0.02 6.75 1.33
H 0.82 5.97 -0.04
H 0.90 5.24 1.57
C 3.16 -1.43 -4.54
C 2.32 -1.24 -3.26
C 1.08 -2.14 -3.33
C 1.91 0.20 -2.98
H 3.48 -2.47 -4.67
H 4.05 -0.79 -4.50
H 2.58 -1.13 -5.42
H 2.93 -1.60 -2.42
H 0.34 -1.70 -4.01
H 0.61 -2.24 -2.35
H 1.30 -3.15 -3.69
H 1.36 0.59 -3.85
H 2.82 0.82 -2.87
N 6.30 -4.10 3.95
C 5.69 -3.49 3.18
C 4.95 -2.74 2.23
C 5.43 -1.51 1.76
C 4.66 -0.81 0.87
N 3.47 -1.22 0.43
C 3.02 -2.39 0.87
C 3.71 -3.19 1.76
H 6.39 -1.14 2.10
H 4.99 0.15 0.48
H 2.05 -2.71 0.49
H 3.30 -4.13 2.09